1.
Here is a molecular structure, C16H31B2F11NO14S2Zr2 at a distorted geometry from the Open Molecules 2025 dataset. Energies are from wB97M-V/def2-TZVPD.

Geometry as ORCA input:
```
! wB97M-V def2-TZVPD RIJCOSX def2/J DEFGRID3
* xyz 1 1
Zr -0.79 -2.54 0.98
Zr -0.75 2.07 -0.67
N -0.22 -3.08 -0.92
S -0.85 -2.79 -2.52
O -1.48 -3.90 -3.22
O -0.39 -1.63 -3.27
F -2.12 -2.15 -1.79
S 1.02 -3.70 -1.63
O 1.99 -2.73 -2.05
O 0.87 -4.95 -2.33
F 1.68 -4.28 -0.28
B 0.99 3.06 0.24
H 1.90 3.53 0.57
H 0.82 2.05 0.56
H 0.08 3.61 0.45
H 0.95 3.05 -0.84
B -0.59 -0.25 0.11
H -0.45 0.69 0.63
H -1.48 -0.73 0.47
H -0.58 0.03 -0.93
H 0.27 -0.88 0.29
O -2.87 1.52 -0.88
C -3.31 1.40 -2.24
C -2.28 1.81 -3.35
O -1.01 2.11 -2.86
H -4.10 2.14 -2.26
H -3.73 0.43 -2.51
H -2.58 2.73 -3.86
H -2.22 1.01 -4.09
O -1.07 -1.50 2.89
C -2.43 -1.40 3.35
C -3.42 -2.36 2.42
O -3.00 -2.68 1.13
H -2.54 -1.36 4.43
H -2.73 -0.38 3.11
H -4.43 -1.96 2.39
H -3.43 -3.33 2.91
C 4.85 -3.52 0.41
C 4.15 -3.76 1.75
O 3.75 -2.58 2.42
C 2.62 -1.90 2.19
O 1.60 -2.36 1.60
C 2.50 -0.55 2.93
F 3.67 0.01 3.05
F 1.65 0.30 2.34
F 2.01 -0.90 4.15
H 5.70 -2.87 0.61
H 4.30 -2.81 -0.21
H 5.16 -4.37 -0.20
H 4.88 -4.26 2.39
H 3.33 -4.45 1.56
C 2.72 1.54 -5.77
C 1.99 0.95 -4.52
O 2.91 0.65 -3.53
C 2.53 0.63 -2.22
O 1.39 0.88 -1.74
C 3.70 0.28 -1.26
F 4.44 1.39 -1.01
F 3.24 -0.12 -0.03
F 4.53 -0.63 -1.76
H 1.93 1.54 -6.52
H 3.54 0.90 -6.11
H 3.09 2.54 -5.56
H 1.45 0.03 -4.74
H 1.29 1.74 -4.25
C -4.90 3.74 2.00
C -4.39 2.30 2.35
O -3.30 2.29 3.29
C -2.05 2.40 2.82
O -1.65 2.33 1.64
C -1.17 2.50 4.08
F -0.50 1.40 4.25
F -0.31 3.48 3.98
F -1.80 2.76 5.21
H -4.18 4.38 1.50
H -5.25 4.24 2.91
H -5.73 3.56 1.32
H -4.19 1.85 1.38
H -5.21 1.82 2.90
*
```

Summary:
- Gap between HOMO and LUMO: 6.72 eV
- Calculated total energy: -3774.661884 Ha
- Energy above the lowest of the compared OMol25 structures with the same formula, charge and spin: 35.9 kcal/mol

2.
Here is a molecular structure, C37H37AsBrN6O2SZn from the Open Molecules 2025 dataset. Energies are from wB97M-V/def2-TZVPD.

Geometry as ORCA input:
```
! wB97M-V def2-TZVPD RIJCOSX def2/J DEFGRID3
* xyz -1 1
Zn 0.38 0.32 -0.28
N 4.42 1.03 1.33
C 3.36 0.59 0.61
S 2.48 1.73 -0.33
N 3.14 -0.72 0.70
N 2.01 -1.06 0.04
C 1.81 -2.27 -0.31
C 0.61 -2.53 -1.11
C 0.22 -3.82 -1.44
C -0.91 -4.00 -2.21
C -1.62 -2.90 -2.64
C -1.16 -1.64 -2.27
N -0.08 -1.46 -1.53
H 4.77 1.95 1.15
H 5.02 0.34 1.75
H 2.51 -3.07 -0.07
H 0.80 -4.66 -1.07
H -1.25 -5.00 -2.46
H -2.51 -2.99 -3.24
H -1.68 -0.74 -2.59
C -2.81 8.49 0.90
C -2.57 7.00 0.88
C -1.28 6.48 0.84
C -1.05 5.11 0.85
C 0.38 4.64 0.79
C -2.13 4.21 0.89
As -1.51 2.32 1.13
N -1.00 1.74 -0.54
C -1.43 2.09 -1.79
C -0.67 1.67 -2.91
C -1.05 1.94 -4.21
C -2.21 2.66 -4.48
C -2.97 3.10 -3.40
C -2.59 2.83 -2.09
C -3.11 1.39 1.84
C -3.35 1.68 3.19
C -2.63 2.78 3.93
C -4.31 0.95 3.90
C -5.02 -0.08 3.31
C -5.99 -0.91 4.10
C -4.77 -0.35 1.97
C -3.84 0.36 1.22
C -3.68 0.00 -0.22
C -3.43 4.73 0.87
C -4.70 3.91 0.80
C -3.62 6.11 0.88
H -1.89 9.04 0.68
H -3.17 8.81 1.88
H -3.56 8.78 0.16
H -0.43 7.16 0.80
H 1.06 5.50 0.74
H 0.57 4.01 -0.08
H 0.65 4.04 1.66
H 0.26 1.13 -2.73
H -0.43 1.59 -5.02
H -2.51 2.88 -5.50
H -3.87 3.67 -3.57
H -3.21 3.18 -1.29
H -1.56 2.77 3.72
H -2.76 2.66 5.01
H -3.01 3.76 3.65
H -4.47 1.18 4.95
H -6.21 -0.45 5.06
H -5.58 -1.91 4.30
H -6.93 -1.05 3.56
H -5.32 -1.16 1.48
H -4.27 -0.88 -0.46
H -2.64 -0.22 -0.45
H -3.98 0.82 -0.88
H -4.55 2.93 0.36
H -5.44 4.44 0.19
H -5.13 3.75 1.79
H -4.64 6.49 0.87
Br -0.53 0.45 6.65
C -1.33 -0.71 5.38
C -2.27 -1.63 5.80
N -2.85 -2.49 4.97
C -2.48 -2.46 3.69
C -1.55 -1.57 3.18
C -0.96 -0.66 4.05
C -1.19 -1.59 1.71
O -1.48 -2.58 1.04
O -0.60 -0.53 1.31
H -2.57 -1.67 6.85
H -2.95 -3.17 3.02
H -0.25 0.07 3.67
*
```

Summary:
- Gap between HOMO and LUMO: 6.68 eV
- Calculated total energy: -8898.653452 Ha
- Energy above the lowest of the compared OMol25 structures with the same formula, charge and spin: 8.6 kcal/mol

3.
Here is C2H4N2OS in the gas phase at a distorted geometry from the Open Molecules 2025 dataset. Energies are from wB97M-V/def2-TZVPD.

Geometry as ORCA input:
```
! wB97M-V def2-TZVPD RIJCOSX def2/J DEFGRID3
* xyz 0 1
C 0.73 -0.05 -0.10
C -0.54 0.75 0.02
H -0.25 -1.82 0.45
H 1.40 -1.89 0.22
H 1.64 1.51 -0.54
H -2.80 0.65 0.34
N 0.57 -1.35 0.10
N 1.81 0.54 -0.35
O -0.55 1.94 0.14
S -2.01 -0.27 -0.27
*
```

Summary:
- Gap between HOMO and LUMO: 9.88 eV
- Calculated total energy: -661.542409 Ha
- Energy above the lowest of the compared OMol25 structures with the same formula, charge and spin: 27.1 kcal/mol
- SMILES string: [H]/N=C(/N)C(=O)S